# 1
Density functional theory data (ωB97M-V with the def2-TZVPD basis set) for one molecule with the formula C5H7N.

Geometry (Å):
C: 2.234 0.056 0.158
C: -0.561 0.074 -0.004
C: 2.805 -1.011 -0.046
C: 1.449 1.304 -0.140
C: -1.967 -0.491 -0.008
N: 0.031 1.151 0.231
H: 0.189 -0.840 -0.218
H: 3.131 -1.995 0.154
H: 1.764 2.142 0.472
H: 1.365 1.579 -1.164
H: -2.151 -0.915 -1.078
H: -2.711 0.330 0.195
H: -2.148 -1.175 0.809

Summary:
<S²>   2.007
Kohn-Sham gap (spin up / spin down)   0.2189 / 0.2934 hartree
Charge   0
2S+1   3
ΔE to the lowest compared entry with this formula, charge and spin   68.0 kcal per mole

Results of the natural (NBO) charge analysis, in e, for atoms 1 through 2:
1 C -0.0173
2 C -0.2366

=====

# 2
Density functional theory data (ωB97M-V with the def2-TZVPD basis set) for one molecule with the formula C4H8O3.

Geometry (Å):
O: -2.270 -0.049 -0.655
C: -1.480 -0.438 0.443
C: -0.020 0.097 0.210
C: 1.328 -0.644 0.572
O: 2.373 -0.506 -0.372
C: 0.032 1.501 -0.194
O: 0.166 0.467 -1.164
H: -1.665 -0.068 -1.415
H: -2.008 -0.023 1.318
H: -1.488 -1.532 0.564
H: 1.791 -0.240 1.477
H: 1.078 -1.706 0.700
H: 2.176 -0.991 -1.186
H: 0.895 2.111 0.066
H: -0.907 2.020 -0.364

Summary:
Kohn-Sham gap   0.4079 hartree
Charge   0
ΔE to the lowest compared entry with this formula, charge and spin   70.5 kcal per mole
SMILES   OCC1(CO)CO1

Results of the natural (NBO) charge analysis, in e, for atoms 1 through 2:
1 O -0.7160
2 C -0.0803

=====

# 3
Density functional theory data (ωB97M-V with the def2-TZVPD basis set) for one molecule with the formula C5H8O.

Geometry (Å):
O: 1.516 -1.279 0.837
C: 0.654 -0.172 0.923
C: 0.782 1.039 -0.052
C: -0.703 0.864 -0.387
C: -0.879 -0.466 -1.034
C: -0.767 -0.405 0.468
H: 1.127 -1.857 0.175
H: 0.689 0.184 1.958
H: 1.466 0.889 -0.895
H: 1.035 1.973 0.457
H: -1.421 1.674 -0.497
H: -0.094 -0.885 -1.667
H: -1.886 -0.689 -1.381
H: -1.517 -0.871 1.094

Summary:
Kohn-Sham gap   0.4051 hartree
Charge   0
ΔE to the lowest compared entry with this formula, charge and spin   43.9 kcal per mole
SMILES   O[C@H]1C[C@H]2C[C@H]21

Results of the natural (NBO) charge analysis, in e, for atoms 1 through 2:
1 O -0.7072
2 C 0.1048

=====

# 4
Density functional theory data (ωB97M-V with the def2-TZVPD basis set) for C10H20Br2IMoN5OSe as an isolated structure.

Geometry (Å):
Mo: -0.541 -0.642 -0.165
N: 0.630 -1.310 1.596
C: 1.665 -0.294 1.960
C: 1.116 1.094 1.715
N: 0.592 1.141 0.317
H: 0.064 -1.545 2.407
H: 1.104 -2.173 1.331
H: 2.528 -0.466 1.319
H: 1.985 -0.406 2.995
H: 1.891 1.842 1.874
H: 0.295 1.313 2.398
H: 1.387 1.097 -0.327
H: 0.108 2.013 0.115
Br: 3.841 0.433 -1.228
C: 4.227 -1.427 -1.591
Br: 3.819 -2.600 -0.118
H: 5.288 -1.499 -1.784
H: 3.642 -1.731 -2.448
Se: 0.435 -1.689 -1.820
I: -2.313 -2.905 0.240
C: -2.993 -1.416 1.548
C: -4.096 -1.527 2.361
C: -4.434 -0.409 3.115
C: -3.670 0.744 3.005
C: -2.579 0.745 2.160
N: -2.228 -0.332 1.442
H: -4.674 -2.439 2.402
H: -5.293 -0.442 3.772
H: -3.918 1.632 3.568
H: -1.967 1.630 2.040
C: -2.914 3.244 -1.687
N: -3.111 2.022 -2.458
C: -2.525 0.871 -2.134
N: -2.759 -0.216 -2.881
O: -1.765 0.831 -1.117
H: -3.584 4.004 -2.077
H: -1.891 3.605 -1.775
H: -3.153 3.078 -0.639
H: -3.694 2.061 -3.276
H: -3.319 -0.180 -3.715
H: -2.230 -1.051 -2.697

Summary:
Kohn-Sham gap (spin up / spin down)   0.2695 / 0.2694 hartree
Charge   +2
ΔE to the lowest compared entry with this formula, charge and spin   0.0 kcal per mole

Results of the natural (NBO) charge analysis, in e, for atoms 1 through 2:
1 Mo 0.4973
2 N -0.7770